[1]
Computed, not measured: a cluster of 6 separate species, C35H38F2N7O3P in total, with ωB97M-V with the def2-TZVPD basis set.

## Properties
**LUMO**: -1.31 eV

Last column: Löwdin charge in e.
Cartesian coordinates (Å):
C: 0.381 -1.345 5.636  -0.11
C: 1.485 -0.294 5.608  -0.24
C: 0.996 1.109 6.002  -0.18
C: 1.261 2.158 4.927  -0.19
N: 0.709 1.722 3.635  0.03
C: 1.570 1.587 2.549  -0.19
C: 1.464 0.680 1.565  -0.21
P: 0.121 -0.553 1.235  0.89
N: 1.120 -1.888 1.646  -0.16
O: -0.877 -0.368 2.528  -0.32
C: 2.514 0.661 0.509  -0.34
O: 2.341 0.237 -0.606  0.10
C: 3.865 1.191 0.877  -0.12
F: 4.900 0.755 0.166  0.14
C: 3.955 2.144 1.792  -0.12
F: 5.082 2.779 2.114  0.13
C: 2.698 2.608 2.442  -0.26
O: 2.567 3.740 2.827  0.16
H: 0.684 -2.271 5.142  0.07
H: -0.525 -0.962 5.158  0.06
H: 0.105 -1.593 6.662  0.08
H: 2.282 -0.618 6.277  0.07
H: 1.928 -0.261 4.608  0.09
H: 1.523 1.450 6.897  0.11
H: -0.072 1.090 6.237  0.10
H: 0.831 3.118 5.217  0.11
H: 2.339 2.301 4.835  0.12
H: -0.164 2.172 3.403  0.14
H: 1.760 -1.713 2.414  0.03
H: 0.599 -2.734 1.845  0.04
H: -0.690 -0.983 3.244  0.01
N: -2.769 2.324 7.549  0.05
C: -2.805 2.431 8.874  -0.16
C: -2.327 3.534 9.568  -0.07
C: -1.778 4.582 8.847  -0.08
C: -1.733 4.483 7.466  -0.08
C: -2.243 3.339 6.869  -0.17
H: -3.239 1.593 9.408  0.10
H: -2.386 3.565 10.647  0.10
H: -1.393 5.458 9.352  0.11
H: -1.313 5.274 6.859  0.10
H: -2.226 3.229 5.790  0.10
N: 3.825 -2.846 6.674  0.05
C: 4.004 -2.434 7.927  -0.16
C: 4.518 -3.238 8.933  -0.07
C: 4.865 -4.543 8.623  -0.08
C: 4.684 -4.985 7.322  -0.07
C: 4.163 -4.101 6.389  -0.15
H: 3.721 -1.408 8.138  0.10
H: 4.642 -2.847 9.934  0.10
H: 5.270 -5.202 9.380  0.11
H: 4.940 -5.995 7.032  0.10
H: 4.011 -4.415 5.363  0.10
N: -1.747 -2.251 -3.482  0.05
C: -0.755 -1.859 -2.685  -0.16
C: -0.313 -0.547 -2.587  -0.08
C: -0.939 0.412 -3.366  -0.07
C: -1.974 0.023 -4.203  -0.08
C: -2.340 -1.314 -4.220  -0.19
H: -0.286 -2.636 -2.091  0.10
H: 0.485 -0.297 -1.902  0.06
H: -0.624 1.447 -3.324  0.11
H: -2.488 0.736 -4.834  0.10
H: -3.145 -1.654 -4.863  0.10
N: -2.445 -1.516 -10.067  0.05
C: -1.359 -0.892 -9.615  -0.15
C: -0.826 -1.098 -8.351  -0.06
C: -1.457 -1.998 -7.508  -0.08
C: -2.590 -2.652 -7.965  -0.07
C: -3.042 -2.378 -9.247  -0.15
H: -0.892 -0.190 -10.299  0.10
H: 0.059 -0.562 -8.038  0.10
H: -1.074 -2.186 -6.513  0.10
H: -3.115 -3.363 -7.341  0.10
H: -3.923 -2.875 -9.637  0.10
N: -2.079 2.048 -14.498  0.05
C: -1.895 1.160 -13.523  -0.16
C: -2.924 0.455 -12.913  -0.07
C: -4.220 0.689 -13.345  -0.08
C: -4.429 1.609 -14.360  -0.08
C: -3.329 2.259 -14.901  -0.16
H: -0.867 1.004 -13.213  0.10
H: -2.718 -0.257 -12.123  0.06
H: -5.051 0.161 -12.897  0.10
H: -5.423 1.824 -14.728  0.10
H: -3.457 2.985 -15.696  0.10

[2]
Computed, not measured: a cluster of 3 separate species, C28H55BrN2O7PS in total, with ωB97M-V with the def2-TZVPD basis set.

## Properties
**Charge**: +1
**LUMO**: -3.02 eV

Last column: Löwdin charge in e.
Cartesian coordinates (Å):
C: 4.981 2.744 2.337  -0.11
C: 4.613 1.275 2.215  -0.28
C: 4.373 0.875 0.764  -0.22
C: 4.199 -0.646 0.583  -0.19
C: 2.946 -1.058 -0.227  -0.19
C: 2.187 -2.267 0.356  -0.18
C: 0.691 -2.012 0.630  -0.20
C: 0.269 -2.248 2.087  -0.20
C: -1.215 -2.615 2.178  -0.22
C: -1.889 -2.287 3.511  -0.19
C: -3.403 -2.026 3.357  -0.20
C: -3.798 -0.578 3.638  -0.19
C: -3.277 0.369 2.545  -0.17
C: -4.223 0.434 1.350  -0.09
C: -5.399 1.312 1.548  -0.19
N: -5.491 2.269 2.470  0.15
C: -6.710 2.940 2.341  -0.41
P: -7.238 4.361 3.378  0.58
O: -5.950 5.334 3.175  -0.37
Br: -6.742 3.493 5.367  0.33
C: -7.355 2.313 1.297  0.00
N: -6.533 1.310 0.835  0.00
C: -6.855 0.410 -0.284  -0.11
C: -7.322 -0.978 0.170  -0.19
C: -6.304 -2.138 0.177  -0.56
S: -5.102 -2.238 -1.157  0.76
H: 4.191 3.356 1.902  0.07
H: 5.099 3.054 3.371  0.07
H: 5.892 2.956 1.786  0.06
H: 5.413 0.658 2.624  0.11
H: 3.726 1.051 2.809  0.10
H: 3.486 1.403 0.412  0.10
H: 5.204 1.241 0.165  0.10
H: 5.071 -1.028 0.061  0.11
H: 4.162 -1.094 1.572  0.09
H: 2.296 -0.188 -0.278  0.09
H: 3.249 -1.281 -1.245  0.11
H: 2.659 -2.588 1.280  0.09
H: 2.280 -3.096 -0.341  0.10
H: 0.101 -2.677 0.000  0.08
H: 0.407 -1.002 0.340  0.10
H: 0.442 -1.330 2.647  0.11
H: 0.885 -3.030 2.521  0.11
H: -1.727 -2.102 1.362  0.09
H: -1.321 -3.678 1.970  0.12
H: -1.763 -3.108 4.208  0.11
H: -1.417 -1.405 3.939  0.11
H: -3.975 -2.663 4.026  0.11
H: -3.698 -2.278 2.338  0.09
H: -4.890 -0.526 3.665  0.11
H: -3.429 -0.255 4.606  0.12
H: -3.015 1.351 2.935  0.11
H: -2.342 -0.032 2.160  0.11
H: -3.682 0.803 0.478  0.14
H: -4.552 -0.577 1.134  0.07
H: -4.822 2.493 3.186  0.14
H: -5.130 4.948 3.503  0.03
H: -8.323 2.543 0.896  0.14
H: -6.036 0.404 -0.992  0.11
H: -7.690 0.887 -0.786  0.13
H: -8.157 -1.260 -0.460  0.12
H: -7.684 -0.872 1.190  0.12
H: -6.872 -3.057 0.065  0.07
H: -5.838 -2.222 1.156  0.05
H: -4.499 -1.049 -1.060  -0.17
C: 2.345 -3.568 -6.515  -0.06
C: 2.397 -4.947 -5.894  -0.20
O: 2.103 -4.916 -4.486  0.04
C: 0.820 -4.789 -4.171  -0.61
O: -0.106 -4.734 -4.937  0.13
O: 0.722 -4.762 -2.838  0.00
C: -0.610 -4.601 -2.355  -0.05
H: 3.010 -2.886 -5.983  0.08
H: 2.657 -3.617 -7.557  0.08
H: 1.337 -3.157 -6.477  0.07
H: 3.403 -5.354 -5.957  0.12
H: 1.720 -5.640 -6.391  0.12
H: -1.273 -5.360 -2.763  0.10
H: -0.984 -3.608 -2.605  0.10
H: -0.559 -4.707 -1.275  0.08
C: 5.800 5.818 -4.235  -0.06
C: 5.178 5.774 -2.856  -0.21
O: 5.593 4.616 -2.113  0.03
C: 6.818 4.684 -1.596  -0.62
O: 7.567 5.622 -1.662  0.13
O: 7.065 3.535 -0.966  -0.01
C: 8.379 3.444 -0.405  -0.04
H: 5.586 4.897 -4.779  0.08
H: 5.398 6.659 -4.800  0.08
H: 6.881 5.932 -4.175  0.08
H: 4.096 5.682 -2.931  0.12
H: 5.403 6.674 -2.285  0.12
H: 8.583 4.290 0.246  0.10
H: 9.124 3.394 -1.196  0.10
H: 8.397 2.523 0.172  0.09

[3]
Computed, not measured: a structure of composition C9H18F8Li4N4O25S8, with ωB97M-V with the def2-TZVPD basis set.

## Properties
**Energy above the lowest of the compared OMol25 structures with the same formula, charge and spin**: 0.0 kcal/mol
**LUMO**: -2.54 eV

Last column: Löwdin charge in e.
Cartesian coordinates (Å):
Li: 17.106 -7.210 1.149  0.71
Li: 16.379 -3.745 -2.266  0.59
Li: 10.946 -5.868 -3.098  0.77
Li: 13.882 -4.672 -4.183  0.70
N: 16.874 -2.401 -3.639  -0.34
S: 15.433 -1.646 -4.090  0.63
O: 14.411 -2.647 -4.520  -0.38
O: 15.489 -0.391 -4.801  -0.22
F: 15.126 -1.282 -2.527  -0.20
S: 17.663 -1.943 -4.908  0.55
O: 18.494 -0.747 -4.641  -0.26
O: 17.178 -2.211 -6.231  -0.26
F: 18.858 -3.150 -4.800  -0.24
N: 16.810 -9.093 1.319  -0.35
S: 17.784 -10.478 0.861  0.61
O: 17.712 -10.998 -0.473  -0.24
O: 18.027 -11.396 1.937  -0.25
F: 19.152 -9.568 0.892  -0.22
S: 15.559 -9.674 0.669  0.45
O: 15.042 -10.963 1.192  -0.27
O: 15.329 -9.297 -0.710  -0.29
F: 14.627 -8.518 1.339  -0.23
N: 14.753 -4.803 -2.442  -0.38
S: 14.804 -6.146 -1.736  0.39
O: 13.779 -7.088 -2.159  -0.26
O: 15.449 -6.307 -0.451  -0.26
F: 15.969 -6.799 -2.578  -0.15
S: 13.460 -4.275 -1.311  0.71
O: 13.851 -3.993 0.058  -0.18
O: 12.084 -4.856 -1.630  -0.37
F: 13.267 -2.847 -2.015  -0.18
N: 17.602 -3.561 -0.729  -0.32
S: 17.459 -3.282 0.787  0.43
O: 18.478 -2.509 1.551  -0.26
O: 16.788 -4.305 1.533  -0.28
F: 16.337 -2.182 0.682  -0.17
S: 18.776 -4.770 -0.434  0.60
O: 18.326 -6.041 0.085  -0.34
O: 20.159 -4.359 -0.217  -0.22
F: 19.004 -5.058 -1.990  -0.19
C: 12.066 -9.108 -0.432  0.00
O: 10.626 -9.201 -0.608  0.03
C: 9.902 -8.483 -1.448  -0.53
O: 10.324 -7.551 -2.121  0.02
O: 8.602 -8.904 -1.309  0.00
C: 7.587 -8.135 -1.957  -0.02
H: 12.473 -8.109 -0.585  0.07
H: 12.676 -9.778 -1.037  0.10
H: 12.248 -9.464 0.582  0.10
H: 7.906 -7.140 -1.645  0.07
H: 6.607 -8.365 -1.539  0.10
H: 7.519 -8.316 -3.029  0.10
C: 17.867 -6.685 -5.214  0.00
O: 17.200 -6.096 -6.331  0.03
C: 16.115 -5.353 -6.376  -0.57
O: 15.467 -5.036 -5.364  -0.01
O: 15.985 -4.917 -7.578  0.08
C: 15.157 -3.890 -7.907  -0.06
H: 18.043 -6.085 -4.321  0.08
H: 18.906 -6.817 -5.518  0.11
H: 17.323 -7.611 -5.031  0.11
H: 15.604 -2.902 -7.793  0.09
H: 14.296 -3.739 -7.256  0.09
H: 14.689 -4.052 -8.878  0.11
C: 9.240 -4.847 0.387  0.02
O: 8.411 -3.999 -0.487  0.02
C: 8.356 -4.259 -1.806  -0.51
O: 9.124 -5.007 -2.406  0.00
O: 7.341 -3.511 -2.381  -0.01
C: 6.877 -3.827 -3.710  -0.02
H: 9.399 -4.358 1.349  0.10
H: 10.275 -4.894 0.051  0.07
H: 8.874 -5.871 0.467  0.10
H: 5.890 -4.281 -3.802  0.10
H: 7.611 -4.486 -4.173  0.08
H: 7.037 -2.859 -4.186  0.10

[4]
Computed, not measured: the molecule C4H6N2O, with ωB97M-V with the def2-TZVPD basis set.

## Properties
**Energy above the lowest of the compared OMol25 structures with the same formula, charge and spin**: 16.9 kcal/mol
**LUMO**: 0.58 eV

Last column: natural (NBO) charge in e.
Cartesian coordinates (Å):
N: -1.948 -0.271 0.149  -0.81
C: -0.591 -0.155 -0.347  0.07
C: 0.066 1.165 -0.013  -0.15
C: 1.318 0.965 0.391  -0.28
C: 1.585 -0.509 0.390  0.64
O: 2.650 -1.087 0.442  -0.59
N: 0.342 -1.097 0.248  -0.61
H: -2.416 -1.041 -0.330  0.36
H: -2.471 0.570 -0.093  0.36
H: -0.446 2.113 -0.148  0.22
H: 2.071 1.699 0.645  0.23
H: -0.524 -0.283 -1.445  0.17
H: 0.323 -2.073 -0.014  0.40

[5]
Computed, not measured: the molecule C4H12N2O, with ωB97M-V with the def2-TZVPD basis set.

## Properties
**Energy above the lowest of the compared OMol25 structures with the same formula, charge and spin**: 36.9 kcal/mol
**LUMO**: 0.94 eV

Last column: natural (NBO) charge in e.
Cartesian coordinates (Å):
C: -0.836 -0.311 -1.869  -0.06
O: -0.177 -0.687 -3.078  -0.70
C: 0.195 -0.009 -0.728  -0.09
C: -0.511 0.662 0.467  -0.41
C: 0.169 0.342 1.808  -0.22
N: -0.163 -1.034 2.217  -0.83
N: 1.400 0.633 -1.177  -0.82
H: -1.463 -1.135 -1.542  0.17
H: -1.368 0.629 -2.013  0.17
H: 0.375 -1.003 -0.291  0.20
H: -0.498 1.755 0.354  0.20
H: -1.576 0.408 0.525  0.20
H: 1.224 0.429 1.541  0.18
H: 0.031 1.054 2.626  0.18
H: -1.087 -0.973 2.639  0.35
H: 0.419 -1.324 2.993  0.35
H: 0.334 -1.446 -2.794  0.46
H: 1.345 1.647 -1.087  0.35
H: 2.187 0.364 -0.592  0.36

[6]
Computed, not measured: a cluster of 2 separate species, C3H10S3 in total, with ωB97M-V with the def2-TZVPD basis set.

## Properties
**Energy above the lowest of the compared OMol25 structures with the same formula, charge and spin**: 4.1 kcal/mol
**LUMO**: 0.51 eV

Last column: natural (NBO) charge in e.
Cartesian coordinates (Å):
C: -0.887 1.965 -1.689  -0.74
S: 0.215 0.565 -1.965  0.08
S: -0.883 -0.882 -0.951  0.07
C: 0.527 -1.941 -0.567  -0.75
H: -1.854 1.795 -2.154  0.22
H: -1.001 2.163 -0.627  0.22
H: -0.401 2.812 -2.166  0.23
H: 1.250 -1.388 0.030  0.23
H: 0.157 -2.801 -0.018  0.23
H: 0.987 -2.292 -1.487  0.22
C: 0.236 -0.879 2.861  -0.73
S: 0.766 0.703 2.131  -0.07
H: 1.089 -1.552 2.934  0.22
H: -0.183 -0.703 3.847  0.22
H: -0.523 -1.329 2.226  0.22
H: -0.101 0.680 1.111  0.12

[7]
Computed, not measured: the molecule C4H3NOS2, with ωB97M-V with the def2-TZVPD basis set.

## Properties
**Energy above the lowest of the compared OMol25 structures with the same formula, charge and spin**: 89.8 kcal/mol
**LUMO**: -1.49 eV

Last column: natural (NBO) charge in e.
Cartesian coordinates (Å):
C: 0.558 -2.044 1.030  0.52
C: -0.526 0.599 -0.319  -0.35
C: -0.768 2.039 -0.515  -0.12
C: -0.769 3.265 -0.435  -0.16
H: 0.358 -1.365 1.888  0.18
H: 1.092 -1.884 -1.188  0.44
H: -0.458 4.345 -0.849  0.28
N: 1.065 -1.489 -0.214  -0.83
O: 0.218 -3.250 0.993  -0.55
S: 1.169 0.152 -0.513  0.58
S: -1.939 -0.368 0.121  0.00

[8]
Computed, not measured: the molecule C5H6N2S, with ωB97M-V with the def2-TZVPD basis set.

## Properties
**Energy above the lowest of the compared OMol25 structures with the same formula, charge and spin**: 68.2 kcal/mol
**LUMO**: 0.25 eV

Last column: natural (NBO) charge in e.
Cartesian coordinates (Å):
C: 1.417 1.273 -0.765  0.03
C: 0.810 -0.906 -0.602  0.08
C: -1.061 0.377 0.290  -0.42
C: -1.438 -1.001 0.791  -0.51
C: 0.462 0.441 0.060  -0.38
N: 2.153 0.473 -1.464  -0.23
N: 1.794 -0.769 -1.439  -0.29
S: -0.179 -2.140 0.064  0.30
H: 1.761 2.343 -0.666  0.22
H: -1.452 0.833 -0.675  0.24
H: -1.340 1.085 1.073  0.23
H: -1.449 -1.195 1.922  0.23
H: -2.441 -1.333 0.450  0.24
H: 0.961 0.519 0.961  0.26

no.,strongest force on any atom (hartree/bohr),frontier orbital gap (eV),calculated total energy (eV)
1,0.0124,7.401,-68206.410
2,0.0312,8.952,-137403.383
3,0.2369,7.874,-176011.906
4,0.0080,10.378,-9272.769
5,0.0422,10.261,-9369.594
6,0.0031,8.633,-35778.661
7,0.1043,7.647,-29400.437
8,0.1076,8.868,-19095.054